Entry 1:
# C27H35N5O2P2Ru

C27H35N5O2P2Ru as an isolated structure (the ωB97M-V functional and the def2-TZVPD basis, OMol25).

Geometry (Å):
Ru  1.27  -0.74  3.47
C  3.39  -1.28  3.12
C  3.01  -0.19  2.31
C  2.67  -0.38  0.85
C  1.17  -0.58  0.58
C  0.44  -1.35  1.64
C  0.97  -2.49  2.28
C  2.25  -3.18  1.88
C  3.52  -2.68  2.59
C  0.64  -1.88  5.02
H  4.00  -1.09  4.01
H  3.33  0.82  2.58
H  3.22  -1.25  0.46
H  3.02  0.49  0.28
H  0.69  0.42  0.55
H  1.05  -1.04  -0.41
H  -0.65  -1.22  1.69
H  0.24  -3.11  2.81
H  2.38  -3.08  0.79
H  2.14  -4.26  2.10
H  3.75  -3.33  3.44
H  4.38  -2.77  1.90
H  1.49  -2.51  5.31
H  -0.18  -2.54  4.71
H  0.32  -1.30  5.90
P  -2.01  -0.31  -0.21
P  0.92  1.89  -1.24
N  -2.40  -1.88  -0.89
N  -3.70  0.22  -0.13
N  1.52  1.33  -2.84
N  1.21  3.61  -1.45
C  -1.56  0.48  -1.82
C  -0.89  1.87  -1.67
C  -2.56  -3.02  -0.09
C  -3.14  -4.02  -0.86
C  -3.38  -3.48  -2.16
C  -2.91  -2.17  -2.16
C  -4.26  0.76  1.03
C  -5.58  1.12  0.77
C  -5.84  0.80  -0.61
C  -4.67  0.26  -1.14
C  2.47  0.29  -2.96
C  2.56  -0.09  -4.29
C  1.61  0.68  -5.03
C  0.99  1.55  -4.13
C  1.52  4.35  -2.60
C  1.20  5.68  -2.38
C  0.70  5.78  -1.04
C  0.72  4.52  -0.48
H  -2.47  0.62  -2.43
H  -0.89  -0.21  -2.36
H  -1.00  2.44  -2.61
H  -1.38  2.46  -0.88
H  -2.21  -3.01  0.94
H  -3.38  -5.02  -0.53
H  -3.85  -3.96  -3.00
H  -2.86  -1.44  -2.95
H  -3.67  0.83  1.93
H  -6.27  1.57  1.46
H  -6.77  0.96  -1.15
H  -4.45  -0.09  -2.14
H  2.98  -0.09  -2.07
H  3.22  -0.85  -4.70
H  1.38  0.59  -6.08
H  0.22  2.29  -4.30
H  1.98  3.87  -3.45
H  1.31  6.48  -3.09
H  0.36  6.69  -0.55
H  0.46  4.17  0.50
O  3.00  0.22  5.76
N  2.02  0.41  5.04
O  1.20  1.36  5.17

Its net charge is +2. As for the multiplicity: 5. The calculation puts the total energy at -2250.79723 Eh. The value obtained for the relative energy (zero: lowest compared OMol25 entry of this formula, charge and spin) is 0.0 kcal/mol.

---

Entry 2:
# C27H36AsClN4O8PtS

C27H36AsClN4O8PtS as an isolated structure (the ωB97M-V functional and the def2-TZVPD basis, OMol25).

Geometry (Å):
Pt  0.11  -1.17  -1.60
Cl  -4.51  2.89  2.34
C  -3.48  1.67  1.71
C  -2.47  1.15  2.52
C  -1.46  0.40  1.94
C  -1.46  0.08  0.56
O  -0.40  -0.75  0.23
C  -2.51  0.57  -0.28
C  -2.48  0.36  -1.71
O  -1.50  -0.25  -2.36
C  -3.55  1.28  0.37
H  -2.51  1.26  3.57
H  -0.77  -0.11  2.64
H  -3.21  0.81  -2.40
H  -4.42  1.51  -0.21
N  0.75  -1.20  -3.56
C  1.91  -2.04  -4.09
C  3.05  -1.97  -3.14
C  2.64  -2.71  -1.84
O  2.83  -3.91  -1.67
O  1.99  -1.99  -0.96
H  -0.08  -1.48  -4.13
H  0.95  -0.18  -3.67
H  2.21  -1.64  -5.06
H  1.63  -3.10  -4.18
H  3.45  -1.01  -2.96
H  3.82  -2.49  -3.68
C  -0.29  -4.64  -2.48
As  -0.91  -3.44  -1.02
C  0.01  -4.15  0.62
C  -2.92  -3.71  -1.19
C  -3.57  -4.28  0.05
C  -3.74  -5.70  0.12
C  -4.23  -6.23  1.30
C  -4.59  -5.39  2.39
C  -4.49  -4.02  2.28
C  -4.00  -3.44  1.08
H  -0.73  -5.66  -2.33
H  0.75  -4.81  -2.23
H  -0.38  -4.20  -3.47
H  -0.11  -5.22  0.49
H  -0.57  -3.82  1.53
H  1.06  -3.83  0.70
H  -2.96  -4.43  -2.03
H  -3.35  -2.72  -1.49
H  -3.47  -6.35  -0.74
H  -4.36  -7.31  1.39
H  -4.98  -5.78  3.31
H  -4.86  -3.37  3.07
H  -4.05  -2.37  0.88
C  3.56  6.11  5.12
C  2.58  5.45  4.14
S  3.37  4.52  2.81
O  4.58  5.22  2.50
O  3.33  3.11  3.22
C  2.17  4.74  1.44
C  2.75  4.36  0.07
N  1.84  3.47  -0.77
C  1.92  2.09  -0.84
N  1.20  1.61  -1.88
C  0.60  2.63  -2.51
C  1.01  3.80  -1.89
N  0.52  5.08  -2.14
O  0.05  5.20  -3.29
O  0.41  5.91  -1.20
C  2.65  1.21  0.07
H  2.99  6.72  5.85
H  4.28  6.73  4.59
H  4.12  5.34  5.67
H  1.97  6.22  3.63
H  1.90  4.76  4.69
H  1.82  5.81  1.35
H  1.30  4.08  1.70
H  3.71  3.89  0.20
H  3.03  5.19  -0.57
H  0.02  2.60  -3.45
H  3.59  0.94  -0.40
H  2.13  0.29  0.31
H  2.81  1.76  1.00

Its net charge is +2. As for the multiplicity: 5. The calculation puts the total energy at -5083.98117 Eh. The value obtained for the relative energy (zero: lowest compared OMol25 entry of this formula, charge and spin) is 33.0 kcal/mol.

---

Entry 3:
# C27H36ClN3O6SSi2Zr

C27H36ClN3O6SSi2Zr as an isolated structure (the ωB97M-V functional and the def2-TZVPD basis, OMol25).

Geometry (Å):
Zr  -0.02  0.39  -0.42
C  1.89  1.21  -3.10
Si  2.97  0.18  -1.95
C  3.26  -1.49  -2.75
C  4.61  1.05  -1.79
N  2.01  0.06  -0.49
C  2.42  -0.08  0.87
C  3.74  -0.03  1.29
C  4.09  -0.23  2.62
C  3.11  -0.48  3.56
C  1.78  -0.51  3.17
C  1.41  -0.30  1.85
N  0.05  -0.35  1.42
Si  -1.38  -0.32  2.47
C  -1.23  1.08  3.70
C  -2.78  0.08  1.29
C  -1.66  -1.96  3.30
H  2.29  1.15  -4.11
H  1.88  2.27  -2.82
H  0.84  0.88  -3.18
H  3.76  -1.36  -3.71
H  2.34  -2.04  -2.92
H  3.92  -2.10  -2.12
H  4.94  1.34  -2.80
H  5.38  0.41  -1.37
H  4.57  1.96  -1.19
H  4.52  0.14  0.55
H  5.13  -0.21  2.90
H  3.37  -0.65  4.59
H  1.01  -0.72  3.91
H  -1.44  2.03  3.20
H  -0.26  1.16  4.19
H  -1.98  0.97  4.49
H  -2.66  1.04  0.75
H  -3.69  0.21  1.88
H  -2.97  -0.70  0.55
H  -0.88  -2.21  4.02
H  -1.68  -2.75  2.55
H  -2.62  -1.96  3.82
N  0.62  2.47  0.44
C  -0.57  3.15  -0.01
C  -0.88  3.06  -1.36
C  -2.09  3.57  -1.82
C  -2.98  4.15  -0.93
C  -2.64  4.27  0.42
C  -1.44  3.77  0.89
S  -4.60  4.71  -1.48
O  -4.83  5.88  -0.66
O  -4.42  4.95  -2.89
O  -5.43  3.56  -1.15
H  0.69  2.47  1.46
H  1.48  2.87  0.08
H  -0.16  2.62  -2.05
H  -2.37  3.52  -2.87
H  -3.34  4.76  1.08
H  -1.17  3.86  1.93
C  1.67  -3.39  -0.06
C  0.18  -3.56  -0.10
C  -0.43  -4.54  0.67
C  -1.80  -4.72  0.65
Cl  -2.50  -5.96  1.65
C  -2.61  -3.93  -0.14
C  -2.03  -2.95  -0.92
C  -0.65  -2.77  -0.90
O  -0.03  -1.77  -1.68
C  -0.68  -1.52  -2.94
C  -1.76  -0.45  -2.80
O  -2.58  -0.26  -3.65
O  -1.67  0.21  -1.65
H  2.13  -4.30  0.32
H  1.95  -2.56  0.60
H  2.07  -3.17  -1.05
H  0.19  -5.18  1.30
H  -3.68  -4.08  -0.15
H  -2.67  -2.33  -1.53
H  -1.11  -2.44  -3.33
H  0.09  -1.18  -3.62

Its net charge is 0. The calculation puts the total energy at -3150.80991 Eh. The value obtained for the relative energy (zero: lowest compared OMol25 entry of this formula, charge and spin) is 7.9 kcal/mol.

---

Entry 4:
# C27H36F3N3O3

A 6-piece molecular cluster, C27H36F3N3O3 overall (the ωB97M-V functional and the def2-TZVPD basis, OMol25).

Geometry (Å):
C  -7.08  25.18  19.63
C  -8.31  24.59  18.98
O  -8.36  23.45  18.54
N  -9.38  25.41  18.96
C  -10.69  25.12  18.35
H  -6.16  24.80  19.22
H  -7.09  24.90  20.69
H  -7.02  26.27  19.54
H  -9.22  26.38  19.16
H  -10.68  24.15  17.88
H  -10.89  25.94  17.67
H  -11.43  25.15  19.15
C  -6.66  29.91  14.07
C  -7.27  29.70  12.71
O  -6.53  29.46  11.76
N  -8.61  29.81  12.62
C  -9.40  29.67  11.40
H  -6.82  30.90  14.49
H  -5.60  29.68  14.08
H  -7.09  29.21  14.80
H  -9.10  30.08  13.45
H  -10.07  28.81  11.46
H  -8.76  29.52  10.54
H  -9.94  30.61  11.31
C  -12.83  33.44  15.03
C  -13.52  34.46  14.15
O  -13.52  35.65  14.44
N  -14.03  34.04  12.98
C  -14.76  34.89  12.06
H  -11.78  33.64  15.17
H  -12.92  32.42  14.65
H  -13.40  33.52  15.96
H  -13.85  33.11  12.63
H  -14.23  35.81  11.82
H  -15.70  35.23  12.52
H  -14.83  34.29  11.16
F  -6.85  31.13  20.41
C  -5.60  30.88  20.81
C  -5.08  29.63  20.62
C  -3.79  29.31  21.04
C  -2.98  30.38  21.43
C  -3.51  31.65  21.63
C  -4.84  31.91  21.34
H  -5.75  28.89  20.19
H  -3.38  28.32  21.16
H  -1.96  30.14  21.72
H  -2.81  32.43  21.88
H  -5.17  32.93  21.48
F  -8.95  24.47  15.08
C  -9.44  24.09  13.89
C  -9.30  22.77  13.49
C  -9.69  22.38  12.21
C  -10.14  23.39  11.33
C  -10.33  24.68  11.79
C  -9.93  25.08  13.07
H  -8.97  22.01  14.19
H  -9.74  21.38  11.83
H  -10.55  23.11  10.37
H  -10.63  25.40  11.03
H  -9.92  26.12  13.34
F  -11.01  29.18  14.66
C  -10.22  29.22  15.75
C  -9.93  30.44  16.35
C  -9.24  30.42  17.55
C  -8.63  29.24  18.01
C  -8.84  28.04  17.32
C  -9.70  28.03  16.24
H  -10.32  31.37  15.96
H  -9.02  31.32  18.10
H  -8.03  29.28  18.91
H  -8.14  27.29  17.65
H  -9.92  27.11  15.71

Its net charge is 0. The calculation puts the total energy at -1740.01784 Eh.

---

Entry 5:
# C27H36F4N4NdO5Si

C27H36F4N4NdO5Si as an isolated structure (the ωB97M-V functional and the def2-TZVPD basis, OMol25).

Geometry (Å):
Nd  -0.42  1.04  0.84
C  -3.14  -1.26  0.75
N  -2.94  0.12  1.26
C  -3.98  1.02  0.71
C  -3.09  0.12  2.74
C  -1.86  -0.35  3.51
N  -0.68  0.41  3.10
C  0.42  0.37  3.87
C  1.38  1.38  3.62
F  1.03  2.25  2.60
C  2.62  1.42  4.19
F  3.47  2.41  3.79
C  2.96  0.47  5.16
C  2.02  -0.53  5.48
F  2.39  -1.44  6.42
C  0.79  -0.62  4.84
F  -0.04  -1.68  5.04
H  -4.08  -1.69  1.10
H  -2.31  -1.88  1.08
H  -3.12  -1.19  -0.35
H  -4.97  0.83  1.14
H  -3.99  0.90  -0.39
H  -3.67  2.05  0.94
H  -3.97  -0.50  3.03
H  -3.27  1.16  3.06
H  -1.70  -1.45  3.41
H  -2.07  -0.15  4.57
H  3.93  0.51  5.67
O  1.97  0.63  0.61
C  2.70  -0.34  0.90
C  2.34  -1.71  1.03
C  3.33  -2.70  1.21
C  2.97  -4.03  1.26
C  1.65  -4.49  1.23
C  0.68  -3.52  1.12
C  0.93  -2.14  0.97
O  -0.05  -1.35  0.77
N  3.99  -5.07  1.28
O  3.60  -6.26  1.29
O  5.17  -4.70  1.25
H  3.78  -0.15  1.03
H  4.41  -2.46  1.26
H  1.48  -5.58  1.28
H  -0.39  -3.78  1.13
O  -1.43  5.40  1.71
C  -1.46  4.28  1.34
N  -1.44  3.14  0.97
C  2.00  1.03  -2.46
Si  0.08  0.98  -2.41
C  -0.53  2.69  -3.18
C  -0.22  3.84  -2.23
C  -2.04  2.63  -3.45
C  0.28  2.87  -4.44
C  -0.41  -0.68  -3.30
C  -1.85  -0.60  -3.78
C  -0.20  -1.87  -2.38
C  0.56  -0.86  -4.47
H  2.51  1.20  -3.42
H  2.31  0.06  -2.07
H  2.35  1.80  -1.76
H  -0.73  3.70  -1.26
H  -0.57  4.77  -2.69
H  0.88  3.89  -2.06
H  -2.60  2.36  -2.55
H  -2.27  1.98  -4.29
H  -2.34  3.64  -3.73
H  1.36  3.01  -4.22
H  -0.03  3.83  -4.90
H  0.15  2.07  -5.17
H  -2.53  -0.30  -2.97
H  -2.13  -1.60  -4.14
H  -1.92  0.10  -4.62
H  -0.86  -1.88  -1.49
H  0.86  -1.94  -2.07
H  -0.41  -2.79  -2.94
H  0.50  -0.02  -5.19
H  0.28  -1.77  -5.02
H  1.61  -0.99  -4.15

Its net charge is -1. As for the multiplicity: 4. The calculation puts the total energy at -2896.10289 Eh.

---

Entry 6:
# C27H36F4NO9PS2

A 3-piece molecular cluster, C27H36F4NO9PS2 overall (the ωB97M-V functional and the def2-TZVPD basis, OMol25).

Geometry (Å):
C  2.97  0.13  5.82
C  1.31  0.26  5.97
C  0.64  0.83  4.56
C  -0.72  -0.03  4.11
C  -2.13  0.78  4.50
C  -0.68  -0.51  2.52
C  -1.02  0.55  1.27
C  -1.37  2.15  1.49
O  -0.37  2.88  2.30
C  0.07  4.12  1.65
F  1.21  4.64  2.50
F  -1.04  5.12  1.62
F  0.67  3.86  0.31
C  -1.04  0.06  -0.33
C  -0.70  -1.49  -0.72
P  -0.78  -2.10  -2.57
O  -1.50  -0.83  -3.59
O  -1.91  -3.46  -2.70
S  0.98  -2.59  -3.27
C  -0.33  -2.51  0.51
C  -0.30  -2.09  2.12
N  0.08  -3.15  3.12
C  -0.75  -4.41  3.01
C  -1.47  -4.97  4.37
C  -2.37  -6.35  4.22
C  -2.50  -7.16  2.77
C  -1.74  -6.61  1.38
F  -1.86  -7.31  0.07
C  -0.88  -5.22  1.55
S  0.05  -4.35  0.13
H  3.51  1.14  6.07
H  3.29  -0.65  6.67
H  3.27  -0.35  4.80
H  1.01  0.91  6.91
H  0.95  -0.85  6.22
H  1.50  0.78  3.75
H  0.37  1.97  4.78
H  -0.72  -0.97  4.83
H  -1.92  1.94  4.68
H  -2.97  0.61  3.68
H  -2.52  0.37  5.54
H  -1.61  2.70  0.46
H  -2.39  2.18  2.10
H  -1.29  0.81  -1.20
H  -0.75  -0.33  -4.07
H  -1.80  -3.91  -3.60
H  0.19  -2.81  4.09
H  -1.32  -4.36  5.36
H  -2.91  -6.73  5.20
H  -3.17  -8.13  2.77
C  3.57  -5.16  -4.77
C  2.30  -4.84  -5.53
O  2.59  -4.51  -6.90
C  2.82  -5.57  -7.72
O  2.79  -6.75  -7.40
O  3.12  -5.09  -8.95
C  3.46  -6.10  -9.89
H  4.30  -4.35  -4.88
H  3.36  -5.31  -3.71
H  4.05  -6.07  -5.16
H  1.82  -3.96  -5.09
H  1.57  -5.66  -5.47
H  2.69  -6.88  -9.94
H  4.44  -6.53  -9.64
H  3.54  -5.63  -10.88
C  -1.33  6.85  -0.47
C  -1.97  7.66  -1.58
O  -2.35  8.96  -1.10
C  -1.35  9.87  -1.01
O  -0.18  9.68  -1.30
O  -1.87  11.02  -0.51
C  -0.90  12.04  -0.28
H  -1.98  6.81  0.41
H  -1.13  5.83  -0.81
H  -0.39  7.29  -0.15
H  -2.89  7.16  -1.91
H  -1.32  7.74  -2.45
H  -0.30  12.22  -1.18
H  -0.26  11.76  0.56
H  -1.43  12.96  -0.03

Its net charge is 0. The calculation puts the total energy at -3318.83854 Eh. The value obtained for the relative energy (zero: lowest compared OMol25 entry of this formula, charge and spin) is 527.7 kcal/mol.